This record from the Open Molecules 2025 dataset describes one molecule with the formula C21H25N5O3. The level of theory is wB97M-V/def2-TZVPD.

The highest occupied orbital energy is -7.766 eV. The value obtained for the energy relative to the best compared isomer or geometry (same formula, charge and spin) is 1.3 kcal/mol. As for the SMILES: CC(=O)Cn1c(N2CCC(Cc3ccccc3)CC2)nc2c1c(=O)[nH]c(=O)n2C. Its spin multiplicity is 1. The molecular weight comes out at 395.46 g mol⁻¹.

CARTESIAN COORDINATES (ANGSTROEM)
O1 -2.46964 -2.85391 -1.27986
O2 -6.06061 3.35509 -0.43080
O3 -5.74479 -1.05200 0.60142
N1 -0.25754 -0.28990 0.44686
N2 -2.64409 -0.64853 0.51905
N3 -3.94769 2.53325 -0.23642
N4 -5.81273 1.16552 0.08371
N5 -1.83978 1.38236 0.02087
C1 -1.53567 0.11382 0.30229
C2 -3.32244 3.80020 -0.54105
C3 -5.13257 -0.02265 0.35982
C4 -3.73182 0.19587 0.31060
C5 2.60494 -0.83230 -0.15685
C6 6.16017 2.13802 0.25695
C7 -5.32046 2.42205 -0.21185
C8 0.20682 -1.61300 0.05731
C9 6.95064 -0.11335 0.44278
C10 -2.82585 -2.01476 0.93156
C11 7.13576 1.24230 0.65720
C12 -3.18386 1.43590 0.01881
C13 0.74338 0.76698 0.41691
C14 5.00346 1.67963 -0.34992
C15 3.53956 -0.18631 -1.19380
C16 4.80529 0.32212 -0.56592
C17 -4.32271 -3.79554 -0.09406
C18 1.41861 -1.50002 -0.86482
C19 5.79430 -0.56788 -0.16371
C20 2.08324 0.19735 0.85693
C21 -3.13560 -2.91431 -0.27710
H1 0.40827 1.55347 1.09577
H2 -0.58732 -2.13641 -0.47699
H3 4.24982 2.38712 -0.66748
H4 6.29966 3.19737 0.41632
H5 -4.22446 -4.37879 0.81876
H6 -3.66518 -2.04378 1.62976
H7 -2.71215 4.12189 0.30270
H8 -1.92343 -2.37459 1.43088
H9 1.13108 -0.91617 -1.74086
H10 -5.19162 -3.14416 0.02348
H11 8.03882 1.59849 1.13029
H12 7.71141 -0.81732 0.74734
H13 2.80488 1.00551 0.97422
H14 -4.45891 -4.44981 -0.95018
H15 -2.68337 3.69211 -1.41689
H16 0.48354 -2.18814 0.95100
H17 1.95537 -0.27138 1.83411
H18 5.65781 -1.62652 -0.33463
H19 0.81583 1.20872 -0.58364
H20 -6.82456 1.10524 0.09500
H21 3.78498 -0.93569 -1.95033
H22 1.69381 -2.49691 -1.21074
H23 3.17586 -1.59306 0.38481
H24 3.01486 0.63452 -1.68612
H25 -4.11333 4.52228 -0.73347

This record from the Open Molecules 2025 dataset describes a 2-piece molecular cluster, C21H25N5O6S overall. The level of theory is wB97M-V/def2-TZVPD.

The highest occupied orbital energy is -8.552 eV. As for the SMILES: COC(=O)Nc1nc2cc(C(=O)c3cccs3)ccc2[nH]1.CNC(=O)[C@@H](NC(C)=O)[C@@H](C)O. Its spin multiplicity is 1. The molecular weight comes out at 475.53 g mol⁻¹.

CARTESIAN COORDINATES (ANGSTROEM)
S1 -0.83752 0.75988 0.64131
O1 4.14436 -0.88334 -8.41340
O2 5.90999 -2.19916 -9.02658
O3 -0.92291 -0.28924 6.17208
O4 -0.23231 0.50192 -2.30082
O5 -2.27509 2.97813 4.20923
O6 -5.17982 1.77723 5.65297
N1 -2.49826 0.20174 4.72142
N2 3.48620 -1.06591 -5.60772
N3 5.18340 -2.22006 -6.88716
N4 4.70497 -2.56281 -4.53874
N5 -3.85854 3.06021 2.68528
C1 -1.90537 0.38304 5.90460
C2 -3.56589 0.95056 4.01082
C3 1.74629 0.41462 0.68975
C4 0.70502 0.09103 -1.62286
C5 2.06737 -0.43642 -3.64790
C6 -3.20221 2.40641 3.64968
C7 3.82762 -2.08290 -3.59684
C8 0.67320 0.36689 -0.17710
C9 5.81002 -1.65609 -10.35425
C10 -4.96547 0.81943 4.65007
C11 0.00711 0.96343 2.16833
C12 1.35458 0.74359 2.05086
C13 4.45866 -1.92898 -5.74489
C14 5.01416 -1.69795 -8.14478
C15 3.57618 -2.34657 -2.25116
C16 3.08019 -1.14758 -4.28594
C17 2.55103 -1.64429 -1.60149
C18 -4.98771 2.60567 1.87244
C19 1.79312 -0.66338 -2.28296
C20 -5.27251 -0.56340 5.22681
C21 -2.44507 1.33622 6.95487
H1 -0.47724 1.25585 3.09593
H2 2.05246 0.82816 2.88034
H3 -5.06318 3.22292 0.97525
H4 -4.86070 1.56719 1.56360
H5 2.78105 0.25617 0.39629
H6 2.33665 -1.88605 -0.56435
H7 -6.31397 -0.59520 5.54853
H8 4.15376 -3.09425 -1.71749
H9 5.92488 -2.89712 -6.81768
H10 6.57265 -2.10360 -10.99822
H11 -2.65783 2.31186 6.52849
H12 -1.67880 1.46470 7.71843
H13 -3.65622 0.44712 3.05010
H14 -5.70450 1.00469 3.87280
H15 -5.11887 -1.32300 4.46006
H16 -4.63295 -0.78045 6.08200
H17 -4.49010 1.67623 6.31364
H18 4.82681 -1.86803 -10.78917
H19 -2.03667 -0.51288 4.18058
H20 -3.32472 0.90085 7.42147
H21 -5.91524 2.71071 2.43959
H22 5.96269 -0.57103 -10.34448
H23 5.40466 -3.27751 -4.37840
H24 -3.53074 4.00331 2.53469
H25 1.50131 0.28741 -4.22790

This record from the Open Molecules 2025 dataset describes C21H25O2W as an isolated structure. The level of theory is wB97M-V/def2-TZVPD.

The highest occupied orbital energy (alpha / beta) is -10.096 / -11.207 eV. Its spin multiplicity is 3. The molecular weight comes out at 493.27 g mol⁻¹. The total charge is +1.

CARTESIAN COORDINATES (ANGSTROEM)
W1 -0.31663 0.22785 0.43728
O1 -0.32840 2.36746 3.26314
O2 1.02130 -0.74090 -0.69023
C1 0.82808 -1.13901 2.19587
C2 -1.48260 0.74266 -1.36606
C3 3.04889 -4.17948 -3.61857
C4 -2.14959 1.65236 0.70369
C5 2.79562 -4.46965 -4.95899
C6 1.23899 -0.88218 -3.41539
C7 1.69493 -0.38938 -1.96526
C8 0.24976 -1.96976 1.17498
C9 -0.23335 -0.42471 2.84676
C10 2.44529 -3.07696 -2.98818
C11 1.59244 -2.19262 -3.78421
C12 -2.45210 0.63425 -0.28886
C13 1.24903 -2.61985 -5.08534
C14 -1.19562 -1.76295 1.19227
C15 -0.56315 1.86482 -1.01656
C16 -1.47727 -0.80179 2.23569
C17 1.88700 -3.68669 -5.67823
C18 -2.39766 2.86406 4.36627
C19 -0.98892 2.39701 0.26404
C20 -0.50878 4.60794 4.03485
C21 -0.89392 3.13536 4.23300
H1 2.71800 -0.73453 -1.83092
H2 -1.45621 0.16815 -2.26515
H3 1.88495 -1.08413 2.44912
H4 1.73471 0.70000 -2.16975
H5 0.23208 2.24576 -1.61074
H6 -0.43054 2.82923 5.20954
H7 -2.56970 1.79708 4.52473
H8 3.28810 -5.30515 -5.44970
H9 1.67098 -3.91550 -6.72196
H10 -0.55561 3.21568 0.78337
H11 2.63505 -2.80585 -1.96381
H12 -3.29530 -0.00943 -0.26987
H13 -2.71997 1.87909 1.57100
H14 3.73014 -4.81423 -3.05616
H15 -0.89989 5.24164 4.83723
H16 -1.92238 -2.31022 0.59175
H17 -2.46103 -0.52129 2.59920
H18 0.54943 -1.98490 -5.65128
H19 -2.90047 3.16315 3.44268
H20 0.57619 4.69513 4.01807
H21 -0.90044 4.96169 3.07883
H22 -0.12288 0.23700 3.70124
H23 -2.83840 3.41286 5.20177
H24 0.21215 -0.57381 -3.61536
H25 0.77771 -2.64526 0.50422